Entry 1:
This record from OMol25 describes a molecular structure, C19H26BN7Zr. The level of theory is ωB97M-V with the def2-TZVPD basis set.

```
54
Properties=species:S:1:pos:R:3:forces:R:3
H 1.117199 3.707388 -0.365981 0.1 0.1 0.0
N 0.302981 2.014321 -1.441089 -0.1 0.8 -0.3
B -0.761576 0.545669 -3.294671 -2.3 -0.6 -1.5
N -0.391167 1.900782 -2.617072 1.2 0.6 0.7
C -0.425769 3.107782 -3.215144 0.1 -0.8 0.7
Zr 1.757553 0.969482 -0.388812 -2.4 -0.8 0.3
H -0.903310 3.233856 -4.179797 0.1 -0.1 0.2
C 0.242482 4.026449 -2.413604 0.3 0.5 0.6
H 0.401094 5.073374 -2.609948 -0.1 0.0 0.0
C 0.677405 3.337981 -1.285734 -0.7 -0.5 -1.4
H -0.575958 0.702119 -4.496764 0.1 0.0 0.6
C -3.279755 -1.992415 1.883641 1.4 -0.4 -1.9
H -2.693334 -2.905545 2.039810 -0.2 0.2 0.0
H -2.596083 -1.143349 1.759337 -0.2 -0.1 0.0
H -3.872716 -2.100915 0.968241 0.2 0.0 0.2
N -2.274610 0.158957 -3.175667 0.6 0.0 1.0
N 0.240659 -0.569671 -2.839953 1.2 0.0 0.5
N -2.862403 -0.148959 -1.971246 -0.5 -0.1 0.0
N 1.001345 -0.497557 -1.697606 0.3 -0.5 -0.2
C -3.191635 0.087051 -4.177221 -0.7 -0.2 0.4
C 0.742845 -1.539898 -3.631020 -0.2 0.8 1.0
H -2.898935 0.292406 -5.194387 -0.1 0.0 0.0
H 0.327230 -1.725146 -4.611162 -0.1 0.0 0.1
C -4.418166 -0.269936 -3.617651 1.1 0.2 -0.1
C 1.827928 -2.123677 -2.988571 0.6 -0.3 0.5
C -4.161080 -0.410954 -2.230173 1.4 0.5 -0.9
C 1.974812 -1.472822 -1.770880 -1.0 0.4 -1.2
H -5.350262 -0.405782 -4.133861 0.0 0.0 -0.1
H 2.455074 -2.912451 -3.358761 0.0 -0.2 -0.1
H -4.880911 -0.687402 -1.468556 0.4 0.1 0.1
H 2.668411 -1.643065 -0.955865 0.1 -0.2 0.0
H -3.902149 -1.832693 2.694328 -1.2 0.3 1.6
C 2.623702 -2.303824 3.908698 0.4 0.4 0.4
N 1.634424 -2.063691 2.897357 0.3 0.0 -1.5
C 0.261844 -2.021079 3.319230 -0.5 0.3 0.0
C 2.005971 -1.190672 1.770280 0.1 -1.3 0.4
C 1.746061 0.276115 2.045789 1.0 0.9 0.2
C 2.528975 0.934771 3.028945 -0.5 -0.4 -0.1
C 2.100597 2.168886 3.498877 0.3 0.3 0.3
C 0.968047 2.798400 2.975134 -0.5 -0.2 0.1
C 0.249479 2.208235 1.914497 0.3 0.6 0.4
C 0.681220 0.974151 1.430353 0.5 -0.2 -0.5
H 2.718634 -1.461355 4.617384 0.1 -0.2 0.1
H 3.601729 -2.471218 3.437553 -0.2 -0.1 0.2
H 2.343846 -3.192328 4.489032 0.1 0.2 -0.2
H -0.021991 -1.030935 3.722860 -0.1 -0.2 0.1
H -0.409748 -2.241877 2.475942 0.2 0.0 0.3
H 0.109322 -2.771569 4.106415 0.0 0.2 -0.3
H 3.077202 -1.380947 1.579154 -0.3 0.0 0.0
H 1.409759 -1.542568 0.904521 0.0 0.2 0.1
H 3.412793 0.432518 3.442691 -0.5 0.3 0.0
H 2.652424 2.636677 4.317902 -0.2 0.0 -0.4
H 0.628740 3.745711 3.408899 0.1 -0.4 -0.2
H -0.620205 2.721243 1.494316 0.3 -0.2 0.0
```
Forces are in eV/Å.

Summary:
Energy above the lowest of the compared OMol25 structures with the same formula, charge and spin = 373.1 kJ/mol
Frontier orbital gap = 4.62 eV
Highest occupied orbital energy = -0.4880 Eh
DFT total energy = -32494.3288 eV
Max |F| = 2.8 eV/A
Charge = +2



Entry 2:
This record from OMol25 describes a single C3H6O molecule. The level of theory is ωB97M-V with the def2-TZVPD basis set.

```
10
Properties=species:S:1:pos:R:3:forces:R:3
C -0.479326 1.124639 -0.111058 0.0 0.0 0.2
C -0.342860 -0.369367 0.383191 -0.2 1.7 -1.5
C 0.655799 -1.184166 -0.346611 -0.6 1.4 1.0
O 0.883646 -0.685347 0.964009 0.9 1.0 0.8
H 0.499093 1.595908 -0.287723 0.1 -0.8 -0.7
H -0.684101 1.712474 0.765671 -1.0 0.3 0.5
H -1.208783 1.413670 -0.951026 1.0 -0.9 1.3
H -1.186336 -0.741939 0.951816 -0.2 -0.3 -0.4
H 1.204080 -0.651721 -1.101419 0.2 -0.2 -0.5
H 0.658789 -2.214152 -0.266850 -0.2 -2.0 -0.8
```
Forces are in eV/Å.

Summary:
Energy above the lowest of the compared OMol25 structures with the same formula, charge and spin = 176.4 kJ/mol
Frontier orbital gap = 11.37 eV
Highest occupied orbital energy = -0.3728 Eh
SMILES string = C[C@H]1CO1
DFT total energy = -5253.8663 eV
Max |F| = 2.3 eV/A
Charge = 0



Entry 3:
This record from OMol25 describes a molecular structure, C19H42BaP2Si. The level of theory is ωB97M-V with the def2-TZVPD basis set.

```
65
Properties=species:S:1:pos:R:3:forces:R:3
P 0.347167 -1.887094 -2.993227 -2.0 0.2 -1.2
P 0.438307 1.940099 -2.507834 -1.4 -1.9 -1.3
C 0.192515 -0.399827 -4.014466 0.2 0.0 -1.1
C 1.165977 0.711146 -3.616311 0.8 0.5 -0.7
H -0.859891 -0.058910 -3.977127 0.7 -0.4 0.3
H 0.367113 -0.698085 -5.060152 0.3 0.0 0.1
H 2.108737 0.333162 -3.182024 -0.4 0.1 -0.2
H 1.431772 1.277486 -4.517948 0.2 -0.2 0.0
C -0.533990 2.947893 -3.654898 0.6 0.5 -0.1
H -1.000807 3.773381 -3.107829 0.0 -0.1 -0.1
H -1.315713 2.345413 -4.134354 0.3 0.1 0.3
H 0.154861 3.341512 -4.409506 -0.3 0.2 -0.1
C 1.765063 2.930902 -1.846425 0.7 0.9 -0.1
H 1.917127 3.760626 -2.562838 0.2 -0.1 0.4
H 2.703171 2.350709 -1.781997 -0.5 0.2 0.0
H 1.526312 3.360705 -0.859330 0.0 -0.1 -0.4
C -0.959255 -2.956499 -3.632436 0.2 -0.5 -0.7
H -1.206906 -3.745260 -2.899938 0.1 0.5 -0.1
H -0.564360 -3.419140 -4.555140 -0.3 0.1 0.2
H -1.874497 -2.383695 -3.875285 0.6 -0.2 0.3
C 1.923290 -2.650155 -3.396541 0.5 -0.3 -0.6
H 2.733593 -1.908845 -3.446172 -0.3 -0.2 0.0
H 1.825262 -3.136979 -4.378160 0.2 0.1 0.2
H 2.193899 -3.416979 -2.657547 -0.2 0.2 -0.1
Ba 2.259441 0.737307 2.029853 -1.3 -0.6 0.7
C -1.050509 1.123194 -1.554758 -1.1 0.1 2.1
C -2.028777 0.265452 -2.211613 1.4 1.5 -0.6
C -2.839697 -0.808488 -1.620742 -0.4 -1.3 1.3
C -2.319276 -1.493484 -0.310635 -1.7 0.2 -0.7
C -1.107672 -2.245499 -0.491135 1.8 -1.7 -0.7
C 0.095807 -1.846059 -1.217672 0.4 0.6 3.5
C 0.725973 -0.539027 -0.579643 0.4 -0.7 0.4
C -0.241573 0.617681 -0.304553 -0.4 0.1 0.1
C 1.062790 -1.673474 2.555290 0.5 0.0 0.0
H -1.470009 2.124687 -1.310223 0.2 0.1 0.3
H -2.480017 0.699456 -3.122434 0.0 0.2 0.5
H -2.969118 -1.604508 -2.366888 -0.1 -0.3 0.2
H -3.875503 -0.519601 -1.375124 0.0 0.5 -0.1
H -2.283860 -0.789578 0.540988 -0.4 0.2 -0.2
H -3.065947 -2.260093 -0.023026 0.0 0.6 -0.1
H -1.096960 -3.253630 -0.072113 0.2 0.2 -0.3
H 0.806606 -2.680851 -1.019389 0.0 0.3 0.2
H 1.640562 -0.184576 -1.110006 0.0 0.1 -0.3
H 1.089094 -0.919993 0.402859 -0.4 0.1 -0.5
H -0.899580 0.333906 0.525267 0.2 0.1 -0.3
H 0.358551 1.477880 0.097442 -0.5 -0.3 -0.3
H 1.656260 -2.209303 3.318143 -0.1 0.0 0.0
H 0.968229 -2.376851 1.710727 0.0 0.0 0.2
H 0.039824 -1.564384 2.961076 0.4 0.1 -0.2
C 1.984793 0.571380 5.302565 0.3 -0.2 0.7
Si 0.185194 1.122455 5.114456 -0.9 0.0 -1.0
C -0.967661 -0.285915 5.626660 0.1 -0.3 0.0
C -0.208477 2.395063 6.449869 0.3 0.3 0.3
C -0.004865 1.660759 3.349362 0.2 0.3 -0.1
H 2.180308 0.504476 6.380962 0.3 -0.1 -0.1
H 2.713864 1.304608 4.906321 -0.2 -0.1 0.1
H 2.178843 -0.430808 4.885237 -0.1 0.3 0.0
H -0.893525 -0.455392 6.713070 0.0 0.0 -0.3
H -2.015776 -0.024524 5.414428 0.3 0.0 0.0
H -0.747297 -1.237161 5.126290 -0.1 0.2 0.0
H 0.512550 3.223607 6.462176 -0.2 0.0 0.0
H -1.211410 2.822712 6.303604 0.3 -0.1 -0.1
H -0.196279 1.933231 7.450328 0.1 0.1 -0.2
H -0.945541 1.311888 2.893450 0.2 -0.1 0.1
H -0.018125 2.761871 3.237042 0.0 -0.1 0.2
```
Forces are in eV/Å.

Summary:
Energy above the lowest of the compared OMol25 structures with the same formula, charge and spin = 641.5 kJ/mol
Frontier orbital gap (alpha / beta) = 3.47 / 3.47 eV
Highest occupied orbital energy (alpha / beta) = -0.1577 / -0.1577 Eh
DFT total energy = -47523.5161 eV
Max |F| = 3.6 eV/A
Charge = 0



Entry 4:
This record from OMol25 describes 2 unconnected molecules or ions with the total composition C5H7NOS2. The level of theory is ωB97M-V with the def2-TZVPD basis set.

```
16
Properties=species:S:1:pos:R:3:forces:R:3
C 0.586957 1.895633 1.594717 0.9 1.3 -1.9
C 0.894632 3.250672 1.357074 -0.2 0.7 0.2
C 0.750702 1.363816 0.341488 -1.4 -0.6 0.9
C -1.242859 -2.095684 -0.259589 0.1 0.1 1.0
C 0.207960 0.197049 -0.173998 0.9 -1.5 -1.6
N 1.211559 3.466464 0.099203 0.3 1.2 0.9
O 1.132911 2.277909 -0.522119 0.6 0.1 -1.4
S -0.278611 -4.552009 -2.138855 0.1 0.7 -0.5
S -0.638631 -0.849278 0.840809 -0.2 -0.1 1.9
H 0.245902 1.325799 2.378602 -0.6 -0.6 1.9
H 0.824478 4.134058 1.996083 0.2 -0.5 -0.1
H -1.831639 -2.889105 0.181010 0.1 0.1 0.5
H -0.411176 -2.473648 -0.754487 1.5 -1.1 -0.9
H -1.800038 -1.555412 -0.934138 -1.6 0.8 -1.8
H 0.563436 -0.132292 -1.167907 -0.6 0.2 0.5
H -0.215584 -3.363973 -2.837892 0.0 -0.8 0.4
```
Forces are in eV/Å.

Summary:
Energy above the lowest of the compared OMol25 structures with the same formula, charge and spin = 407.0 kJ/mol
Frontier orbital gap (alpha / beta) = 8.40 / 4.52 eV
Highest occupied orbital energy (alpha / beta) = -0.3350 / -0.2673 Eh
DFT total energy = -30501.7134 eV
Max |F| = 2.5 eV/A
Charge = 0



Entry 5:
This record from OMol25 describes 3 unconnected molecules or ions with the total composition C19H19BF9NO14PS. The level of theory is ωB97M-V with the def2-TZVPD basis set.

```
65
Properties=species:S:1:pos:R:3:forces:R:3
C 1.244331 0.236694 3.046177 0.4 -0.3 0.2
C 1.540811 -0.889911 2.061497 0.1 0.3 0.0
N 1.174554 -0.474965 0.659764 -0.6 -0.5 0.4
P 1.074882 -1.664212 -0.461259 0.6 0.6 0.2
C 1.079920 -0.954518 -2.123631 -0.5 0.2 -0.3
O 2.464315 -0.810939 -2.371184 0.3 -0.5 -0.4
O 2.770463 -1.236452 -3.715472 -0.4 0.3 0.3
B 2.641738 -2.879026 -0.438363 0.3 -0.2 -0.4
O 3.610845 -2.652162 0.451012 -0.7 -0.2 0.1
O 2.597157 -3.805142 -1.443740 -0.2 0.1 0.6
S -0.569080 -3.101409 -0.256645 0.1 -1.0 0.2
O -0.751687 -3.702796 -1.543958 -0.1 0.3 0.1
O -0.154469 -3.901058 0.868391 -0.1 0.4 -0.1
C -2.147072 -2.233957 0.299923 -0.3 0.0 0.3
F -1.783039 -1.499494 1.376549 0.1 -0.5 -0.3
F -3.001615 -3.195503 0.664840 0.5 0.5 -0.2
C -2.760563 -1.248720 -0.743666 -0.2 0.3 0.4
F -3.281536 -0.217827 -0.033184 0.3 -0.5 -0.6
F -1.716257 -0.765990 -1.488300 -0.4 -0.1 0.3
C -3.923438 -1.739887 -1.664537 -0.2 0.4 -0.2
F -4.234615 -0.655184 -2.415977 0.0 -0.4 0.3
F -4.963920 -2.061429 -0.867789 0.5 0.2 -0.4
C -3.651595 -2.903628 -2.656740 0.0 -0.1 0.2
F -3.561034 -4.059721 -1.984725 0.0 0.4 -0.3
F -2.507011 -2.674061 -3.315667 -0.4 -0.1 0.1
F -4.655206 -2.961988 -3.520433 0.3 -0.1 0.2
H 0.584040 0.984121 2.628277 -0.3 0.2 0.0
H 2.171787 0.717201 3.350084 -0.1 0.2 -0.1
H 0.798909 -0.181020 3.945658 -0.1 0.1 0.0
H 0.995658 -1.786737 2.349429 0.0 -0.1 -0.1
H 2.605363 -1.098530 2.062585 0.0 -0.2 -0.1
H 0.331464 0.097621 0.676537 0.2 0.3 -0.1
H 0.540431 -0.005982 -2.144613 0.1 0.2 0.0
H 0.584168 -1.624887 -2.827695 0.1 -0.2 0.0
H 2.703475 -2.205715 -3.676315 0.2 -0.1 0.2
H 4.167767 -3.426473 0.611378 0.4 0.1 -0.2
H 2.190121 -4.650205 -1.212625 0.0 -0.2 -0.3
C -2.752571 2.217057 4.525389 0.1 0.1 -0.1
C -3.214299 2.049286 5.777575 0.0 0.0 -0.1
C -4.137491 0.907809 6.149473 -0.1 -0.2 -0.2
O -4.479170 0.837532 7.310451 0.0 0.1 0.2
C -4.550326 -0.018324 5.109181 0.0 0.0 0.1
C -4.087960 0.161163 3.867162 -0.1 -0.1 0.0
C -3.152304 1.283853 3.504741 0.2 0.3 0.1
O -2.783699 1.324354 2.337728 0.1 0.0 0.0
O -4.391411 -0.610378 2.831669 -0.1 -0.2 0.1
O -2.910927 2.843953 6.779909 0.1 0.1 0.0
H -2.094473 3.029781 4.251592 0.0 0.0 0.0
H -5.221393 -0.822235 5.376155 0.0 0.0 0.0
H -3.907985 -0.216742 2.081430 0.0 0.1 -0.1
H -3.374692 2.497459 7.568278 0.0 0.0 0.0
C 3.513108 2.207941 -3.534707 -0.1 -0.1 0.0
C 3.417122 3.077098 -2.523366 0.0 -0.1 0.0
C 3.954209 4.483567 -2.614180 0.1 0.1 -0.2
O 3.792957 5.187116 -1.634168 0.0 0.0 0.1
C 4.613110 4.894414 -3.834960 0.0 0.1 0.1
C 4.712107 4.024427 -4.852446 0.0 0.1 0.0
C 4.154534 2.622807 -4.769212 -0.1 -0.1 0.2
O 4.277092 1.914094 -5.748104 0.0 0.0 -0.1
O 5.293629 4.306298 -6.004441 0.0 0.1 0.0
O 2.845485 2.799268 -1.355773 -0.1 -0.1 0.0
H 3.122967 1.205030 -3.467815 0.0 0.0 -0.1
H 5.006717 5.899395 -3.887853 0.0 0.0 0.0
H 5.222445 3.507666 -6.560683 0.0 -0.1 0.0
H 2.923162 3.620210 -0.828611 0.0 0.1 0.0
```
Forces are in eV/Å.

Summary:
Frontier orbital gap = 7.19 eV
Highest occupied orbital energy = -0.4215 Eh
DFT total energy = -95414.8480 eV
Max |F| = 1.0 eV/A
Charge = +1



Entry 6:
This record from OMol25 describes a single C19H21ClN2O3 molecule. The level of theory is ωB97M-V with the def2-TZVPD basis set.

```
46
Properties=species:S:1:pos:R:3:forces:R:3
C 0.561824 -3.867636 0.417488 0.3 0.0 -0.1
C 1.587520 -2.821037 0.183046 -0.2 0.9 -0.1
O 2.868768 -3.204812 0.058063 -0.7 -0.5 0.2
N 3.657750 -2.116239 -0.066220 0.8 1.0 -0.2
C 2.886735 -1.059091 -0.023889 -0.5 -0.8 0.0
C 3.445558 0.288433 -0.028447 0.3 0.3 0.0
C 4.566166 0.546176 0.759281 -0.1 0.0 -0.1
C 5.104242 1.815699 0.834137 0.1 0.0 0.0
C 4.530057 2.854637 0.119844 0.0 0.0 0.0
C 3.431474 2.616367 -0.685805 0.0 0.0 0.0
C 2.900329 1.339974 -0.759374 0.3 0.0 0.2
Cl 1.578307 1.065736 -1.830683 -0.1 0.1 -0.4
C 1.518168 -1.453123 0.111060 0.4 -0.8 0.1
C 0.363194 -0.557131 0.379662 0.0 -0.4 0.1
O 0.392275 0.202397 1.331764 0.1 0.2 0.1
N -0.699898 -0.690510 -0.439319 -0.4 -0.2 -0.1
C -0.755001 -1.428786 -1.683361 -0.1 0.0 -0.4
C -2.264237 -1.487555 -1.911848 0.2 -0.5 0.0
O -2.740219 -0.277280 -1.383256 0.0 0.3 0.1
C -1.944428 0.078688 -0.264071 0.2 0.5 0.8
C -2.618959 -0.324559 1.054845 -0.2 0.0 -0.3
C -3.923147 0.444834 1.237129 0.1 0.0 0.2
C -3.661021 1.946312 1.217028 -0.2 0.0 -0.2
C -3.013255 2.340934 -0.105323 0.1 0.0 0.2
C -1.700604 1.590046 -0.300385 -0.2 -0.1 -0.2
H 0.417852 -4.475412 -0.476146 -0.1 0.0 0.0
H -0.379966 -3.407457 0.702434 -0.1 0.0 0.0
H 0.896109 -4.528351 1.215493 -0.1 0.0 0.1
H 4.997947 -0.272522 1.312906 0.0 -0.1 0.1
H 5.969408 1.997054 1.453191 0.1 0.0 0.1
H 4.939436 3.851339 0.181278 0.0 0.1 0.0
H 2.985570 3.412705 -1.261316 0.0 0.0 -0.1
H -0.261505 -0.864709 -2.484102 0.0 -0.2 0.0
H -0.300060 -2.412919 -1.603189 0.0 0.0 -0.1
H -2.701890 -2.346724 -1.381276 0.0 0.1 -0.1
H -2.546675 -1.530423 -2.963731 0.1 -0.1 0.1
H -1.928924 -0.101223 1.868612 0.0 -0.1 0.0
H -2.811887 -1.400348 1.045700 0.1 -0.1 0.0
H -4.603247 0.186534 0.422851 -0.1 0.0 0.0
H -4.388732 0.152385 2.180317 -0.1 0.0 0.0
H -4.599035 2.488931 1.349519 0.0 0.0 0.1
H -2.995487 2.210417 2.041746 0.0 0.1 0.1
H -2.821443 3.415206 -0.127338 0.0 0.0 -0.1
H -3.686357 2.093799 -0.928034 -0.1 0.1 -0.1
H -0.996650 1.841217 0.492908 0.0 0.0 -0.1
H -1.256044 1.848018 -1.263196 0.1 0.0 0.0
```
Forces are in eV/Å.

Summary:
Energy above the lowest of the compared OMol25 structures with the same formula, charge and spin = 176.9 kJ/mol
Frontier orbital gap = 9.70 eV
Highest occupied orbital energy = -0.3333 Eh
SMILES string = Cc1onc(-c2ccccc2Cl)c1C(=O)N1CCOC12CCCCC2
DFT total energy = -41688.7993 eV
Max |F| = 1.3 eV/A
Charge = 0



> Which value of max |F| does entry 3 give?

3.6 eV/A



> What is the formula in the second record?

C3H6O



> The highest max |F| belongs to which entry?

C19H42BaP2Si



> Which of these has the highest max |F|?

C19H42BaP2Si